ORCA calculation (ωB97M-V/def2-TZVPD) on 14 unconnected molecules or ions with the total composition C63H154Br3N9O7.

```
236
Properties=species:S:1:pos:R:3:forces:R:3
C -3.443 2.666 -9.675 0.4 3.2 -0.9
C -4.890 2.454 -11.320 -0.4 0.4 2.3
C -6.185 2.074 -11.070 -1.2 -0.8 -0.5
C -7.401 2.930 -10.691 1.6 -1.3 -0.1
N -8.600 2.118 -10.285 -1.6 0.9 0.3
C -9.553 3.135 -9.575 2.4 -0.5 -0.5
C -9.043 3.049 -8.140 1.7 -3.2 -3.7
C -9.045 1.517 -7.947 1.1 2.5 -3.0
C -8.306 1.124 -9.204 -0.2 -1.6 -1.1
C -9.312 1.534 -11.462 1.6 0.8 -0.1
H -3.310 3.749 -9.394 -1.1 -1.0 -0.4
H -2.460 2.404 -9.935 1.0 -1.1 -1.1
H -3.887 2.071 -8.987 -1.4 -1.7 2.0
H -4.159 1.873 -11.781 0.6 -1.1 -1.0
H -4.699 3.464 -11.218 0.3 2.2 -0.8
H -6.489 1.058 -11.284 0.3 -0.3 0.0
H -6.450 -0.282 -15.059 0.0 0.2 0.4
H -7.705 3.595 -11.457 -0.4 0.4 -1.2
H -7.177 3.582 -9.883 0.3 0.4 0.9
H -10.530 2.879 -9.852 -1.6 -0.9 0.5
H -9.423 4.040 -10.112 0.5 1.2 -0.1
H -9.679 3.494 -7.561 -3.3 2.9 3.8
H -8.045 3.432 -8.121 0.5 0.5 0.5
H -10.029 1.231 -8.036 -2.2 -1.1 0.3
H -8.551 1.154 -7.137 1.1 -0.9 2.6
H -8.546 0.141 -9.610 -0.4 0.0 0.2
H -7.250 1.072 -9.149 1.2 0.3 0.7
H -8.708 0.818 -11.937 1.1 -0.8 -0.6
H -9.488 2.321 -12.145 -0.2 0.9 -0.8
H -10.210 1.045 -11.279 -1.7 -0.6 1.2
C 8.139 -2.567 -6.345 -5.3 7.0 2.8
C 8.631 -3.807 -6.259 6.3 -8.6 -4.8
C 8.775 -4.664 -5.057 -0.3 -0.1 1.9
C 9.919 -5.741 -5.199 -2.4 1.5 -1.2
N 10.083 -6.633 -4.025 0.2 -1.2 0.2
C 10.787 -7.857 -4.598 0.3 0.1 0.5
C 9.626 -8.734 -5.136 1.9 0.3 0.0
C 8.576 -8.531 -4.038 -0.4 -2.7 -1.7
C 8.759 -7.186 -3.466 1.1 0.1 0.7
C 10.912 -5.955 -2.984 -0.6 -0.4 -0.2
H 7.967 -2.151 -7.327 0.4 0.5 0.2
H 8.327 -1.889 -5.454 3.3 0.3 -1.5
H 7.241 -2.276 -5.686 -1.8 -2.1 -1.8
H 9.520 -3.848 -7.126 0.7 1.3 3.1
H 8.660 -4.699 -7.061 -3.5 1.2 0.7
H 7.774 -5.197 -5.001 1.1 0.5 0.3
H 8.858 -4.018 -4.122 0.2 -0.8 -0.8
H 10.865 -5.238 -5.411 0.0 -0.3 0.1
H 9.575 -6.336 -6.100 0.8 0.4 1.1
H 11.305 -8.370 -3.768 -0.3 0.2 -0.3
H 11.561 -7.414 -5.254 -0.5 -0.8 0.0
H 10.044 -9.760 -5.197 -0.7 0.5 -0.1
H 9.338 -8.396 -6.128 -0.2 -0.2 0.0
H 8.787 -9.351 -3.354 -0.1 0.3 0.6
H 7.573 -8.765 -4.434 0.3 0.5 0.2
H 8.811 -7.315 -2.389 0.3 0.7 0.1
H 8.006 -6.507 -3.725 -1.0 0.8 -0.1
H 11.028 -6.614 -2.123 -0.4 0.3 0.1
H 10.402 -5.014 -2.817 0.3 0.1 0.6
H 11.899 -5.814 -3.371 0.5 0.4 -0.4
C -1.243 6.274 8.221 0.2 1.4 -0.3
C -0.042 6.343 7.300 -0.8 -1.1 -1.4
C 0.986 5.309 7.706 -0.6 -1.7 3.0
C 2.284 5.627 7.127 2.0 1.0 -0.7
N 3.449 4.634 7.359 -0.8 1.1 0.6
C 3.597 4.354 8.839 -1.2 -0.3 -0.5
C 4.292 5.552 9.397 1.2 -0.8 -0.5
C 5.346 5.810 8.311 0.7 -2.0 -0.9
C 4.770 5.323 6.956 -1.0 -1.2 0.9
C 3.250 3.354 6.667 0.0 0.5 -0.2
H -1.694 5.311 8.251 0.0 -1.1 0.3
H -2.079 6.927 7.937 0.5 0.2 0.0
H -0.812 6.599 9.164 -0.7 -0.2 0.6
H 0.378 7.339 7.263 0.2 0.3 0.2
H -0.302 6.070 6.259 -0.1 0.4 0.3
H 0.706 4.273 7.471 -0.4 0.3 -0.5
H 1.040 5.209 8.864 0.0 0.7 -1.7
H 2.621 6.571 7.611 0.1 -0.5 -0.7
H 2.181 5.760 6.024 0.4 -0.1 0.7
H 4.241 3.496 8.828 0.3 -0.5 0.6
H 2.582 4.101 9.228 1.1 0.1 -0.1
H 4.817 5.293 10.311 -0.4 0.3 0.3
H 3.598 6.342 9.506 -0.5 1.0 0.5
H 6.269 5.220 8.487 -0.7 0.0 0.2
H 5.750 6.760 8.211 0.2 2.2 0.1
H 5.326 4.533 6.454 0.4 0.2 0.2
H 4.516 6.054 6.216 0.0 0.6 -0.2
H 4.046 2.723 7.014 0.4 -0.5 -0.2
H 3.325 3.574 5.614 -0.3 -0.4 -0.5
H 2.309 2.915 6.966 -0.2 0.0 -0.2
C -4.802 -6.714 0.307 1.7 0.7 -2.0
C -4.818 -8.120 -0.295 0.3 -1.4 0.5
C -3.499 -8.952 -0.255 1.0 2.2 0.2
C -2.550 -8.410 -1.363 1.2 -2.1 1.8
N -1.078 -8.929 -1.214 1.1 -0.4 -1.1
C -0.372 -8.403 -0.019 -1.4 1.0 1.3
C 1.124 -8.460 -0.270 -0.8 -0.9 -1.1
C 1.258 -8.147 -1.817 -0.8 0.7 1.5
C -0.169 -8.371 -2.336 -1.7 0.5 -0.6
C -0.951 -10.445 -1.282 -2.1 1.8 0.9
H -5.702 -6.141 0.107 -0.3 -0.3 0.3
H -4.026 -6.110 -0.274 -0.7 -0.7 0.6
H -4.465 -6.627 1.312 -0.2 -0.2 1.1
H -4.952 -8.003 -1.334 -0.8 0.2 -1.4
H -5.601 -8.826 0.035 0.0 0.8 0.2
H -3.626 -9.999 -0.272 -0.6 -1.2 -0.6
H -3.023 -8.811 0.710 0.2 0.4 0.3
H -2.458 -7.367 -1.266 0.1 1.4 -0.1
H -2.834 -8.682 -2.351 -0.4 -0.2 -0.8
H -0.767 -8.944 0.880 0.6 0.5 -0.7
H -0.692 -7.329 0.045 0.3 -0.8 0.0
H 1.456 -9.482 -0.050 0.4 0.3 0.0
H 1.595 -7.746 0.372 0.5 0.3 0.3
H 2.023 -8.736 -2.265 0.3 -0.8 -0.4
H 1.571 -7.102 -1.976 -0.5 -0.3 0.1
H -0.359 -9.033 -3.177 0.6 -0.2 -0.1
H -0.697 -7.447 -2.594 0.7 0.3 0.0
H -1.516 -10.774 -0.429 0.4 -0.6 0.7
H 0.077 -10.690 -1.296 0.8 -0.5 0.0
H -1.544 -10.809 -2.094 0.2 -0.1 -1.0
C 7.043 2.742 -0.465 -0.6 0.7 -2.8
O 6.178 3.763 0.067 0.6 -0.8 0.9
C 4.986 4.220 -0.525 0.1 -0.3 -0.7
C 4.557 5.479 0.264 -0.2 -0.7 -1.3
N 4.958 5.330 1.675 1.6 -1.3 -0.5
H 4.374 4.650 2.183 -0.7 -0.2 -0.4
H 5.960 4.976 1.717 -1.2 0.4 -0.1
C 4.856 6.597 2.342 0.2 0.5 1.5
C 6.182 7.328 2.199 0.2 -1.2 0.8
O 7.168 6.381 2.657 0.0 0.8 0.2
C 8.433 6.971 3.050 0.4 -1.3 -1.5
H 6.866 1.660 -0.337 -0.9 0.6 0.6
H 8.004 2.968 -0.091 1.0 0.2 0.7
H 7.158 2.883 -1.589 -0.3 -0.1 1.1
H 4.183 3.502 -0.496 -0.3 -0.6 0.4
H 5.146 4.370 -1.608 0.0 0.6 0.3
H 3.448 5.569 0.252 0.8 0.1 0.0
H 5.052 6.369 -0.167 -0.3 -0.4 0.5
H 4.611 6.395 3.385 0.5 0.0 0.2
H 3.938 7.036 2.023 -0.3 1.0 -0.7
H 6.167 8.221 2.775 0.1 0.8 0.8
H 6.430 7.613 1.207 0.0 0.2 -1.2
H 9.075 6.128 3.327 -0.3 0.1 0.1
H 8.309 7.578 3.922 0.0 0.8 0.2
H 8.970 7.424 2.172 -0.8 0.2 0.9
C -0.506 8.862 -4.375 0.1 -0.7 0.2
O -0.760 7.916 -3.333 -0.7 -1.2 -0.2
C -0.737 8.457 -2.039 1.3 1.5 0.1
C -1.073 7.413 -1.008 -0.2 -0.6 -1.1
N -2.424 6.966 -1.466 0.6 -1.3 1.8
H -2.267 7.009 -2.443 -0.7 -0.1 -1.9
H -2.628 5.957 -1.196 0.4 0.1 0.1
C -3.577 7.766 -1.041 -0.3 0.3 -1.5
C -4.680 7.423 -2.051 -0.2 0.1 1.0
O -4.240 7.858 -3.314 1.0 -0.5 1.4
C -5.273 7.976 -4.234 -0.4 1.1 0.1
H 0.437 9.309 -4.154 0.7 0.8 0.2
H -1.301 9.598 -4.376 -0.1 0.2 -0.4
H -0.337 8.342 -5.337 -0.7 0.1 0.6
H -1.456 9.290 -1.937 0.3 0.0 -0.2
H 0.285 8.826 -1.897 -0.2 0.3 0.5
H -1.126 7.760 0.000 0.1 0.4 0.6
H -0.371 6.577 -1.074 -0.3 0.0 0.1
H -3.375 8.812 -1.229 0.3 0.3 0.4
H -3.766 7.563 0.004 -0.3 -0.1 0.1
H -5.586 7.979 -1.800 -0.1 -0.1 0.2
H -4.875 6.342 -1.990 -0.1 0.1 -0.3
H -5.705 7.018 -4.450 -0.4 -0.6 -0.3
H -4.748 8.376 -5.084 -0.5 0.2 -0.7
H -6.053 8.681 -3.843 0.5 -0.5 -0.5
C 1.747 -9.622 6.703 -0.3 0.8 -1.7
N 1.559 -10.710 7.658 0.8 -0.2 0.8
C 2.697 -11.703 7.538 -0.4 0.6 1.1
C 1.617 -10.055 9.075 -2.1 0.2 -1.1
C 0.288 -11.478 7.441 -0.2 1.7 1.0
C -0.951 -10.766 7.971 -0.2 -0.6 -0.3
O -1.219 -9.598 7.220 0.2 0.0 -0.1
H 2.669 -9.137 6.993 0.3 0.1 -0.5
H 0.947 -8.874 6.745 0.0 -0.4 0.4
H 1.735 -9.986 5.639 0.4 0.1 1.1
H 2.758 -12.217 6.602 -0.4 0.0 -0.7
H 2.583 -12.417 8.343 0.0 -0.2 0.1
H 3.584 -11.138 7.705 0.8 0.3 0.0
H 2.568 -9.568 9.293 0.0 -0.4 -0.4
H 1.349 -10.828 9.802 0.2 0.2 -0.1
H 0.790 -9.274 9.015 1.2 -0.9 0.4
H 0.464 -12.349 7.993 -0.2 -1.5 0.9
H 0.212 -11.751 6.407 0.0 0.2 -0.6
H -0.923 -10.536 9.040 0.3 -0.1 -0.1
H -1.716 -11.532 7.881 -0.5 0.1 -0.2
H -2.140 -9.571 6.949 -0.1 0.0 0.1
C -8.737 3.460 8.573 -0.3 0.6 0.8
N -8.861 3.704 7.098 -1.5 -0.6 0.4
C -8.225 5.034 6.749 1.0 -1.9 -0.5
C -8.313 2.516 6.369 -0.6 -0.1 0.0
C -10.357 3.791 6.839 -0.6 -0.7 0.4
C -10.862 3.688 5.406 0.6 1.5 0.5
O -10.353 4.790 4.635 -0.9 -1.1 -0.8
H -7.669 3.294 8.781 -0.5 0.3 0.2
H -9.319 2.564 8.864 0.4 0.5 -0.3
H -9.184 4.362 9.122 0.9 -1.3 -0.7
H -8.630 5.271 5.761 0.1 0.8 0.6
H -7.167 4.783 6.676 0.1 0.3 -0.2
H -8.309 5.669 7.619 -0.6 0.6 -0.4
H -8.888 1.605 6.588 0.1 0.5 0.5
H -7.286 2.375 6.651 0.4 0.0 -0.1
H -8.467 2.638 5.314 0.5 0.5 -0.5
H -10.670 4.699 7.354 -0.2 0.1 -0.3
H -10.803 2.931 7.370 0.2 0.4 -0.1
H -11.938 3.761 5.421 -0.5 -0.1 0.4
H -10.638 2.737 4.969 0.4 -0.6 -0.3
H -10.877 4.696 3.807 0.8 0.7 0.5
C 0.831 -0.556 -2.247 0.0 2.6 -0.6
N -0.015 0.714 -1.978 -1.2 -0.3 1.4
C -0.573 1.283 -3.251 -1.4 -0.5 0.6
C -1.234 0.241 -1.095 1.0 1.6 -0.1
C 0.669 1.844 -1.214 0.3 0.8 -1.1
C 1.383 1.541 0.099 0.3 -0.6 -0.1
O 2.765 1.365 -0.179 0.7 0.1 -0.9
H 1.227 -0.881 -1.324 0.5 -0.2 1.0
H 1.638 -0.282 -2.955 -0.5 -0.3 0.4
H 0.164 -1.290 -2.611 -0.5 -0.9 -0.7
H 0.247 1.425 -3.903 0.6 0.0 -1.0
H -1.159 2.214 -3.157 0.7 -0.1 0.8
H -1.359 0.595 -3.595 0.8 -0.2 -0.3
H -0.785 -0.013 -0.123 -0.5 -0.5 -0.6
H -1.666 -0.550 -1.688 -0.3 -0.4 0.5
H -1.954 1.091 -0.902 0.9 -0.7 -0.6
H -0.157 2.588 -1.154 0.7 -0.3 0.5
H 1.465 2.279 -1.883 -0.8 -0.5 0.4
H 1.123 0.596 0.567 -1.0 0.0 0.2
H 1.294 2.364 0.797 -0.5 0.2 0.1
H 3.241 1.331 0.652 0.0 0.1 0.2
Br -0.814 -4.737 -2.247 0.1 -0.1 0.2
Br -2.629 3.986 -0.283 0.1 0.0 -0.3
Br 2.039 4.228 2.584 0.5 0.1 0.2
```
Positions in Å, forces in eV/Å.

Multiplicity   1
Total charge   +6
HOMO-LUMO gap   2.71 eV
E_LUMO   -0.376 hartree